[1]
{
  "formula": "C5H14FGaN",
  "method": "ωB97M-V/def2-TZVPD",
  "symbols": ["C", "C", "F", "Ga", "C", "C", "C", "N", "H", "H", "H", "H", "H", "H", "H", "H", "H", "H", "H", "H", "H", "H"],
  "coordinates": [[2.6338, -0.1879, -0.0362], [1.7363, -1.2174, -0.7163], [1.2638, -0.6109, -1.9362], [0.1235, -1.8385, 0.4306], [-1.5691, -1.0324, -0.3900], [-1.9885, 0.3104, 0.2186], [-0.8602, 1.3307, 0.1700], [-1.3027, 2.7167, 0.4383], [2.9390, 0.5620, -0.7687], [2.1347, 0.3081, 0.7937], [3.5397, -0.6601, 0.3481], [2.3518, -2.0476, -1.0652], [0.0044, -3.4546, 0.5015], [0.3930, -1.2745, 1.9321], [-2.4028, -1.7323, -0.3173], [-1.3828, -0.8646, -1.4548], [-2.3112, 0.1776, 1.2544], [-2.8314, 0.7590, -0.3229], [-0.0909, 1.0546, 0.8894], [-0.4115, 1.2733, -0.8242], [-1.1579, 3.3078, -0.3626], [-0.8109, 3.1206, 1.2176]],
  "lowdin_charge": [-0.161, -0.449, -0.183, 0.332, -0.334, -0.334, -0.315, -0.019, 0.060, 0.022, 0.057, 0.055, -0.124, -0.086, 0.020, 0.030, 0.090, 0.086, 0.071, 0.105, 0.039, 0.039],
  "lumo_energy_ev": 3.84,
  "homo_energy_ev": -4.3,
  "charge": -1,
  "max_force_ev_per_a": 0.40,
  "gap_ev": 8.1794
}

---

[2]
{
  "formula": "C5H14IN2",
  "method": "ωB97M-V/def2-TZVPD",
  "symbols": ["C", "C", "C", "C", "C", "N", "N", "I", "H", "H", "H", "H", "H", "H", "H", "H", "H", "H", "H", "H", "H", "H"],
  "coordinates": [[-2.9459, -0.3108, 0.5412], [-2.1399, 1.9193, -0.1392], [1.1008, -0.7257, 1.2196], [-1.9016, 0.4457, -0.2219], [0.9362, -0.5719, -0.3314], [1.3302, 0.5766, -0.8676], [0.8288, -1.6981, -1.0224], [5.2923, 0.2088, 0.1682], [-2.3107, -0.8452, 1.2076], [-3.5110, -0.9972, -0.0449], [-3.6587, 0.3039, 1.0038], [-3.0505, 2.3067, 0.3597], [-1.3082, 2.5730, 0.0680], [-2.2474, 1.9535, -1.1761], [1.6018, -1.6799, 1.5101], [0.1551, -0.6313, 1.5882], [1.6567, 0.2026, 1.6134], [1.5183, 1.2961, -0.3119], [1.3636, 0.7447, -1.8315], [0.6911, -2.5047, -0.5704], [0.7318, -1.6667, -1.9769], [5.8672, -0.8995, -0.7856]],
  "lowdin_charge": [-0.121, -0.134, 0.037, -0.039, -0.353, 0.238, 0.255, 0.407, 0.068, 0.080, 0.052, 0.089, 0.071, 0.067, 0.115, 0.025, 0.119, 0.064, 0.128, 0.086, 0.112, -0.366],
  "lumo_energy_ev": -3.32,
  "homo_energy_ev": -12.0,
  "charge": 1,
  "max_force_ev_per_a": 4.77,
  "gap_ev": 8.6839
}

---

[3]
{
  "formula": "C5H14N2",
  "method": "ωB97M-V/def2-TZVPD",
  "symbols": ["C", "N", "C", "C", "C", "C", "N", "H", "H", "H", "H", "H", "H", "H", "H", "H", "H", "H", "H", "H", "H"],
  "coordinates": [[1.5141, -0.0042, 0.0095], [0.7460, 0.6040, 1.0615], [0.7181, 1.9081, 1.0139], [0.6701, -0.8516, -1.0147], [-0.8180, -0.4981, -1.0730], [-1.6643, -0.7915, 0.2082], [-1.1119, -1.8783, 1.0038], [2.0159, 0.7117, -0.6725], [2.2900, -0.6559, 0.4069], [0.5186, 2.2701, -1.1481], [1.6509, 2.4737, 1.1219], [0.6000, 2.1753, -0.2787], [-0.1806, 2.4265, 1.3658], [1.1087, -0.6844, -2.0026], [0.8218, -1.8691, -0.6632], [-0.9488, 0.5625, -1.2696], [-1.3000, -1.0449, -1.8867], [-2.6085, -1.1315, -0.2224], [-1.7316, 0.1558, 0.7476], [-1.8516, -2.2725, 1.5796], [-0.4389, -1.6057, 1.7128]],
  "lowdin_charge": [-0.266, -0.041, -0.206, -0.187, -0.209, -0.293, -0.012, 0.087, 0.107, 0.156, 0.107, 0.000, 0.092, 0.102, 0.088, 0.075, 0.098, 0.103, 0.084, 0.060, 0.055],
  "lumo_energy_ev": -0.15,
  "homo_energy_ev": -8.5,
  "max_force_ev_per_a": 4.23,
  "gap_ev": 8.3784
}

---

[4]
{
  "formula": "C5H14N2",
  "method": "ωB97M-V/def2-TZVPD",
  "symbols": ["C", "C", "N", "N", "C", "H", "H", "H", "H", "H", "H", "H", "H", "C", "C", "H", "H", "H", "H", "H", "H"],
  "coordinates": [[-0.0187, 1.7765, -1.1287], [0.5162, 0.5524, -0.3883], [1.8604, 0.1248, -0.7458], [1.2970, 0.0223, 1.8884], [0.2731, 0.5538, 1.0541], [1.9240, -0.0794, -1.7359], [2.5415, 0.8447, -0.5258], [1.7584, -0.7578, 1.4356], [0.9627, -0.2482, 2.8042], [-0.1425, 1.4739, 1.4612], [-0.0237, 1.6004, -2.2068], [0.5978, 2.6573, -0.9291], [-1.0418, 2.0036, -0.8214], [-1.6528, -1.4119, 0.6135], [-1.3107, -1.5913, -0.7276], [-2.6311, -1.0037, 0.8502], [-0.7688, -0.3309, 1.0802], [-1.3361, -2.1665, 1.3291], [-1.9821, -1.2543, -1.5078], [-0.6411, -2.3922, -1.0155], [-0.1818, -0.3735, -0.7839]],
  "lowdin_charge": [-0.062, -0.499, 0.038, 0.014, -0.268, 0.073, 0.079, 0.064, 0.072, 0.119, 0.072, 0.076, 0.077, -0.167, -0.125, 0.071, 0.088, 0.072, 0.060, 0.062, 0.086],
  "lumo_energy_ev": 1.06,
  "homo_energy_ev": -7.6,
  "max_force_ev_per_a": 1.73,
  "gap_ev": 8.6729
}